No. 1
Below is C2HF3N2O in the gas phase in a non-equilibrium geometry, with properties calculated with wB97M-V/def2-TZVPD.

As for the total energy: -560.84969 hartree. As for the lowest unoccupied orbital energy (spin up / spin down): 0.338 / -3.497 eV. Its spin multiplicity is 3. The value obtained for the energy above the lowest of the compared OMol25 structures with the same formula, charge and spin is 119.2 kcal per mole.

CARTESIAN COORDINATES (ANGSTROEM)
C1 -0.084 -1.019 -0.181
C2 -0.881 0.300 0.204
N1 1.147 -0.747 -0.232
N2 1.494 0.421 0.212
O1 0.045 1.224 0.362
F1 -0.780 -2.055 -0.533
F2 -1.602 0.124 1.376
F3 2.221 1.160 -0.671
H1 -1.559 0.593 -0.537

=====

No. 2
Below is a 2-piece molecular cluster, C2H9N5 overall in a non-equilibrium geometry, with properties calculated with wB97M-V/def2-TZVPD.

As for the total energy: -354.47421 hartree. As for the lowest unoccupied orbital energy (spin up / spin down): -9.818 / -12.139 eV. Its net charge is +2. Its spin multiplicity is 1. The value obtained for the energy above the lowest of the compared OMol25 structures with the same formula, charge and spin is 180.2 kcal per mole.

CARTESIAN COORDINATES (ANGSTROEM)
C1 2.440 -0.605 0.043
C2 -3.117 0.709 0.217
N1 2.989 0.565 0.163
N2 1.120 -0.735 -0.216
N3 0.398 -1.732 -0.344
N4 3.864 1.177 -0.258
N5 -1.748 0.576 -0.142
H1 3.085 -1.338 0.593
H2 -3.559 1.430 -0.300
H3 -3.619 -0.370 -0.101
H4 -3.305 0.844 1.323
H5 0.568 -2.646 0.050
H6 -0.573 -1.528 -0.816
H7 4.042 2.092 0.066
H8 -1.448 0.968 -0.966
H9 -1.137 0.592 0.689

=====

No. 3
Below is a 2-piece molecular cluster, C3H7NO2S overall in a non-equilibrium geometry, with properties calculated with wB97M-V/def2-TZVPD.

As for the total energy: -721.87852 hartree. As for the lowest unoccupied orbital energy: -0.920 eV. Its spin multiplicity is 1. The value obtained for the energy above the lowest of the compared OMol25 structures with the same formula, charge and spin is 52.8 kcal per mole.

CARTESIAN COORDINATES (ANGSTROEM)
C1 -0.548 0.875 0.660
C2 0.043 0.212 -0.600
C3 0.430 -1.184 -0.280
N1 0.205 0.593 -1.794
O1 3.953 1.242 0.262
O2 4.724 -1.049 -0.164
S1 3.680 -0.139 0.175
H1 0.211 1.132 1.382
H2 -1.238 0.201 1.168
H3 -1.020 1.925 0.585
H4 -0.401 -1.763 -0.221
H5 0.805 -1.317 0.637
H6 1.054 -1.464 -0.999
H7 -0.079 1.558 -1.917

=====

No. 4
Below is a 2-piece molecular cluster, C7H8OS2 overall in a non-equilibrium geometry, with properties calculated with wB97M-V/def2-TZVPD.

As for the total energy: -1143.00323 hartree. As for the lowest unoccupied orbital energy: -0.289 eV. Its spin multiplicity is 1. The value obtained for the energy above the lowest of the compared OMol25 structures with the same formula, charge and spin is 68.4 kcal per mole.

CARTESIAN COORDINATES (ANGSTROEM)
C1 1.575 0.775 0.806
C2 2.587 1.632 0.613
C3 3.019 -0.566 -0.334
C4 1.798 -0.488 0.254
C5 0.788 -1.420 0.131
C6 -3.757 0.265 -0.427
C7 -2.289 0.913 -0.232
O1 -1.768 1.266 0.783
S1 1.247 -3.021 0.187
S2 3.926 0.895 -0.241
H1 0.557 1.076 1.164
H2 2.608 2.597 1.010
H3 3.457 -1.437 -0.881
H4 -4.309 0.491 -1.311
H5 -3.429 -0.704 -0.489
H6 -4.372 0.492 0.389
H7 -1.755 0.912 -1.241
H8 0.116 -3.679 -0.182

=====

No. 5
Below is an isolated ion of composition C4H12N2O and charge +1 in a non-equilibrium geometry, with properties calculated with wB97M-V/def2-TZVPD.

As for the total energy: -343.96601 hartree. As for the lowest unoccupied orbital energy (spin up / spin down): -3.660 / -3.673 eV. Its net charge is +1. Its spin multiplicity is 2. The value obtained for the energy above the lowest of the compared OMol25 structures with the same formula, charge and spin is 60.5 kcal per mole.

CARTESIAN COORDINATES (ANGSTROEM)
O1 1.331 1.006 -1.330
C1 0.968 1.376 -0.163
C2 0.649 0.294 0.829
C3 -0.375 -0.756 0.329
C4 -1.749 -0.058 0.062
N1 -2.431 -0.948 -0.966
N2 1.910 -0.402 1.141
H1 1.102 2.357 0.288
H2 0.393 0.843 1.746
H3 -0.266 -1.595 0.996
H4 0.082 -0.968 -0.640
H5 -1.738 0.958 -0.342
H6 -2.411 -0.109 0.963
H7 -2.561 -1.817 -0.549
H8 -1.959 -0.981 -1.931
H9 -3.407 -0.562 -1.097
H10 2.829 0.003 1.006
H11 2.168 -1.177 0.538
H12 1.812 -0.689 2.095

=====

No. 6
Below is C5H11NO2 in the gas phase in a non-equilibrium geometry, with properties calculated with wB97M-V/def2-TZVPD.

As for the total energy: -402.25972 hartree. As for the lowest unoccupied orbital energy: 0.696 eV. Its spin multiplicity is 1. The value obtained for the energy above the lowest of the compared OMol25 structures with the same formula, charge and spin is 74.3 kcal per mole. The SMILES is CC(=O)N(O)C(C)C.

CARTESIAN COORDINATES (ANGSTROEM)
C1 0.580 0.978 -0.515
C2 -1.899 -1.788 1.097
C3 1.661 1.088 0.542
C4 1.094 0.463 -1.845
N1 -0.759 0.086 -0.018
C5 -0.433 -1.151 0.358
O1 -1.469 0.917 0.885
O2 0.450 -1.915 0.048
H1 -2.377 0.831 0.537
H2 0.102 1.950 -0.660
H3 -1.828 -1.579 2.165
H4 -2.828 -1.425 0.658
H5 -1.833 -2.857 0.893
H6 2.429 1.806 0.229
H7 1.817 1.169 -2.271
H8 2.158 0.129 0.722
H9 1.251 1.443 1.491
H10 1.601 -0.501 -1.746
H11 0.282 0.357 -2.571